# 1
Molecular formula: C19H24N2O7
Method: DFT, wB97M-V/def2-TZVPD

Geometry as XYZ:
```
52
Properties=species:S:1:pos:R:3:mulliken_charge:R:1
C 1.022 -4.673 -1.840 -1.085
C 2.248 -4.560 -0.940 -0.517
O 1.937 -4.069 0.351 -0.413
C 1.647 -2.747 0.526 1.158
C 1.805 -1.788 -0.459 -0.615
C 1.563 -0.444 -0.182 -0.634
C 1.746 0.522 -1.277 0.741
O 2.081 0.238 -2.401 -0.646
O 1.483 1.793 -0.887 -0.324
C 1.576 2.807 -1.871 -0.550
C 0.217 3.395 -2.256 0.612
O 0.118 4.263 -3.089 -0.658
N -0.820 2.849 -1.570 0.021
C -2.151 3.167 -1.726 0.409
C -2.751 4.099 -2.612 -0.022
C -4.082 3.989 -2.333 0.152
C -5.275 4.671 -2.889 -1.179
O -4.261 3.073 -1.365 -0.150
N -3.060 2.565 -0.992 -0.613
C 1.160 -0.063 1.087 -0.975
C 0.975 -1.011 2.091 -0.196
O 0.598 -0.474 3.276 -0.410
C 0.072 -1.254 4.339 0.036
C -0.385 -0.281 5.415 -1.487
C 1.208 -2.372 1.817 1.041
O 1.059 -3.272 2.835 -0.572
C 0.513 -4.560 2.574 -0.135
C -0.132 -5.057 3.860 -1.318
H 0.579 -3.697 -2.020 0.348
H 1.310 -5.109 -2.793 0.399
H 0.276 -5.311 -1.373 0.299
H 2.661 -5.554 -0.748 0.401
H 3.026 -3.948 -1.410 0.372
H 2.138 -2.038 -1.452 0.622
H 2.045 2.404 -2.778 0.346
H 2.203 3.611 -1.475 0.342
H -0.620 2.147 -0.868 0.109
H -2.252 4.724 -3.319 0.443
H -4.968 5.386 -3.646 0.307
H -5.814 5.188 -2.097 0.308
H -5.950 3.941 -3.333 0.304
H 0.974 0.969 1.330 0.557
H 0.837 -1.930 4.733 0.257
H -0.777 -1.849 3.982 0.258
H 0.456 0.318 5.753 0.332
H -0.794 -0.830 6.259 0.416
H -1.147 0.385 5.019 0.347
H 1.308 -5.245 2.263 0.236
H -0.231 -4.497 1.772 0.294
H -0.954 -4.409 4.152 0.297
H -0.511 -6.064 3.711 0.423
H 0.602 -5.067 4.660 0.317
```

E = -1374.564328 hartree
gap between HOMO and LUMO = 9.0 eV
molar mass = 392.41 g/mol
E_HOMO = -8.5 eV
max |F| = 1.33 eV Å⁻¹
spin multiplicity = 1
ΔE to the lowest compared entry with this formula, charge and spin = 0.0 kcal per mole


# 2
Molecular formula: C23H30N4O7ReSb
Method: DFT, wB97M-V/def2-TZVPD

Geometry as XYZ:
```
66
Properties=species:S:1:pos:R:3:mulliken_charge:R:1
Re -0.107 0.194 -0.356 1.197
O 3.618 0.554 -2.340 -0.444
C 2.614 0.568 -1.527 0.218
O 1.427 0.449 -1.874 -0.400
C 2.886 0.811 -0.098 0.245
C 4.123 1.059 0.478 -0.655
C 4.150 1.444 1.816 -0.957
C 2.949 1.632 2.492 -0.998
C 1.761 1.346 1.836 1.124
N 1.730 0.896 0.583 1.265
C 0.363 1.606 2.262 0.216
O 0.025 1.918 3.475 -0.427
O -0.507 1.537 1.388 -0.483
H 3.349 0.455 -3.274 0.465
H 5.026 0.979 -0.111 0.668
H 5.090 1.643 2.309 0.530
H 2.958 2.024 3.500 0.424
H 0.770 1.997 4.093 0.353
O -1.281 -0.822 -1.649 -0.708
C -1.533 -0.401 -3.018 -0.666
C -2.838 0.368 -3.101 -0.937
C -2.952 1.435 -2.006 -0.827
C -1.802 2.396 -1.994 0.667
C -1.911 3.582 -2.714 -0.873
C -0.928 4.544 -2.653 -0.504
C 0.165 4.304 -1.829 -1.151
C 0.233 3.103 -1.167 -0.057
N -0.703 2.129 -1.248 0.285
H -2.259 -1.029 -1.054 0.188
H -1.556 -1.311 -3.623 0.523
H -0.676 0.201 -3.325 0.359
H -3.693 -0.307 -3.033 0.385
H -2.880 0.830 -4.091 0.519
H -3.042 0.973 -1.022 -0.041
H -3.873 1.999 -2.153 0.707
H -2.804 3.745 -3.302 0.587
H -1.017 5.466 -3.210 0.483
H 0.945 5.037 -1.695 0.500
H 1.074 2.907 -0.522 0.395
C 2.677 -2.851 0.761 -1.152
Sb 0.989 -2.348 -0.400 0.897
C -0.502 -3.785 -0.020 -1.217
C 1.594 -2.747 -2.390 -1.226
H 2.918 -3.888 0.536 0.525
H 2.436 -2.735 1.813 0.322
H 3.526 -2.225 0.492 0.372
H -0.027 -4.764 -0.035 0.555
H -1.252 -3.728 -0.806 0.352
H -0.959 -3.624 0.952 0.327
H 1.326 -3.772 -2.635 0.499
H 2.674 -2.645 -2.476 0.410
H 1.095 -2.073 -3.082 0.317
C -0.834 -1.690 4.681 -1.113
N -1.440 -1.381 3.380 0.120
C -2.796 -1.412 3.271 -0.184
C -3.413 -1.257 2.087 -1.197
C -2.607 -1.048 0.930 0.584
O -3.089 -1.108 -0.229 -0.568
N -1.260 -0.782 1.094 0.244
C -0.650 -1.091 2.307 0.300
O 0.578 -1.063 2.381 -0.636
H -1.165 -2.675 5.004 0.406
H -1.145 -0.941 5.406 0.380
H 0.246 -1.685 4.574 0.345
H -3.331 -1.605 4.191 0.564
H -4.481 -1.338 1.972 0.595
```

E = -1957.814291 hartree
net charge = +3
gap between HOMO and LUMO (spin up / spin down) = 7.4 / 7.0 eV
molar mass = 782.48 g/mol
E_HOMO (spin up / spin down) = -17.5 / -17.5 eV
max |F| = 1.68 eV Å⁻¹
spin multiplicity = 2
ΔE to the lowest compared entry with this formula, charge and spin = 18.7 kcal per mole